Entry 1:
Computed, not measured: a structure of composition C31H33CuN5OSTe, with ωB97M-V with the def2-TZVPD basis set.

Last column: Mulliken spin population.
Cartesian coordinates (Å):
Cu1 1.888 0.639 0.710  0.176
C1 3.421 4.048 2.815  0.005
C2 3.130 2.633 2.448  -0.003
N1 3.377 2.109 1.315  -0.010
N2 3.960 2.771 0.293  0.000
C3 4.036 2.138 -0.909  0.001
N3 4.720 2.808 -1.857  0.002
S1 3.324 0.663 -1.229  0.000
C4 2.420 1.710 3.378  0.012
C5 2.067 2.086 4.668  0.003
C6 1.399 1.175 5.470  0.003
C7 1.112 -0.082 4.966  0.000
C8 1.494 -0.372 3.665  0.005
N4 2.126 0.495 2.885  -0.002
H1 4.342 4.409 2.353  0.000
H2 2.581 4.660 2.474  0.000
H3 3.532 4.184 3.886  0.000
H4 4.303 3.714 0.409  0.000
H5 5.158 3.696 -1.683  0.000
H6 4.738 2.430 -2.787  0.000
H7 2.276 3.078 5.035  -0.001
H8 1.100 1.451 6.473  0.000
H9 0.593 -0.825 5.554  0.000
H10 1.273 -1.334 3.218  -0.001
C9 -2.503 -4.092 -6.274  0.000
C10 -2.080 -3.171 -5.165  0.000
C11 -2.737 -3.168 -3.942  0.001
C12 -2.357 -2.319 -2.909  -0.011
C13 -3.093 -2.412 -1.602  0.005
C14 -1.286 -1.433 -3.091  0.011
Te1 -0.758 -0.043 -1.523  0.039
N5 0.058 1.251 0.640  0.745
C15 -0.330 2.285 1.337  -0.029
O1 0.461 3.109 1.878  0.036
C16 -1.805 2.435 1.553  0.002
C17 -2.695 2.592 0.501  0.004
C18 -4.052 2.737 0.752  -0.009
C19 -4.528 2.707 2.054  0.012
C20 -3.640 2.548 3.110  -0.004
C21 -2.283 2.423 2.861  0.011
C22 0.135 -1.618 -0.414  -0.006
C23 1.208 -2.278 -1.008  0.000
C24 1.827 -3.351 -0.390  0.001
C25 1.360 -3.784 0.843  -0.001
C26 0.286 -3.136 1.430  0.001
C27 -0.340 -2.043 0.827  -0.005
C28 -1.489 -1.382 1.525  0.014
C29 -0.608 -1.432 -4.318  0.000
C30 0.580 -0.557 -4.631  0.005
C31 -1.017 -2.299 -5.330  0.001
H11 -3.368 -4.687 -5.982  0.000
H12 -1.698 -4.780 -6.542  0.000
H13 -2.767 -3.534 -7.173  0.000
H14 -3.567 -3.847 -3.785  0.000
H15 -3.944 -3.087 -1.687  0.001
H16 -3.453 -1.437 -1.270  0.000
H17 -2.436 -2.795 -0.817  -0.002
H18 -2.327 2.601 -0.517  0.005
H19 -4.739 2.866 -0.075  0.000
H20 -5.588 2.809 2.247  0.001
H21 -4.007 2.526 4.129  0.000
H22 -1.577 2.320 3.676  0.001
H23 1.559 -1.945 -1.978  0.000
H24 2.660 -3.847 -0.871  0.000
H25 1.822 -4.627 1.340  0.000
H26 -0.093 -3.490 2.383  0.000
H27 -1.862 -2.018 2.329  0.001
H28 -2.310 -1.165 0.838  0.000
H29 -1.187 -0.419 1.946  -0.015
H30 0.843 0.110 -3.815  -0.005
H31 0.382 0.052 -5.516  0.000
H32 1.452 -1.176 -4.854  0.000
H33 -0.480 -2.287 -6.273  0.000

As for the frontier orbital gap (alpha / beta): 6.84 / 6.51 eV. As for the max |F|: 0.0099 hartree/bohr. The calculation puts the HOMO energy (alpha / beta) at -6.98 / -7.02 eV. As for the spin multiplicity: 2. For the LUMO energy (alpha / beta), the calculation gives -0.0052 / -0.0186 hartree.


Entry 2:
Computed, not measured: a structure of composition C31H34Br54FN2O5P, with ωB97M-V with the def2-TZVPD basis set.

Last column: Mulliken charge in e.
Cartesian coordinates (Å):
C1 -3.054 -1.456 0.650  -0.857
C2 -4.169 -1.279 1.678  0.460
O1 -4.078 -0.098 2.473  -0.567
C3 -3.042 -0.004 3.444  1.598
C4 -2.357 -1.271 3.917  -1.157
C5 -1.322 -1.040 4.964  -0.025
O2 -1.131 -0.067 5.607  -0.290
F1 -0.557 -2.121 5.194  -0.099
C6 -3.755 0.684 4.665  -1.123
O3 -3.959 -0.124 5.807  -0.506
C7 -3.108 2.054 4.887  0.210
O4 -3.503 2.958 5.547  -0.535
O5 -1.962 2.114 4.137  -0.376
C8 -2.182 1.254 3.020  1.564
P1 -3.312 2.342 1.921  0.573
N1 -2.647 3.740 1.663  -0.738
C9 -0.877 1.049 2.288  -0.502
C10 0.302 0.825 2.967  -0.388
C11 1.455 0.599 2.221  -1.060
N2 1.552 0.579 0.896  -0.534
C12 0.392 0.845 0.277  0.205
C13 -0.807 1.077 0.902  -0.458
H1 -3.253 -2.356 0.070  0.556
H2 -2.051 -1.414 1.066  0.210
H3 -3.140 -0.619 -0.046  0.099
H4 -4.344 -2.184 2.266  0.405
H5 -5.080 -1.151 1.092  -0.353
H6 -1.907 -1.871 3.126  0.105
H7 -3.110 -1.921 4.369  0.773
H8 -4.766 0.873 4.298  0.785
H9 -4.840 0.075 6.134  0.497
H10 -4.572 2.519 2.529  0.052
H11 -3.521 1.732 0.665  -0.007
H12 -1.755 3.808 2.142  0.211
H13 0.363 0.819 4.042  0.711
H14 2.367 0.392 2.774  0.511
H15 0.355 0.857 -0.795  0.222
H16 -1.694 1.274 0.324  -0.111
C14 -4.286 6.025 6.658  0.054
Br1 -4.183 7.047 8.289  -0.045
Br2 -6.111 5.756 6.098  -0.037
Br3 -3.225 6.794 5.258  -0.043
H17 -3.871 5.049 6.866  0.040
C15 0.861 -4.914 3.776  -0.136
Br4 2.009 -3.397 3.514  -0.033
Br5 -0.858 -4.696 2.934  0.093
Br6 1.692 -6.556 3.217  0.031
H18 0.683 -4.991 4.839  0.058
C16 -3.032 5.560 -2.025  -0.452
Br7 -2.549 3.757 -1.574  0.136
Br8 -3.669 5.694 -3.838  0.027
Br9 -4.290 6.301 -0.772  -0.064
H19 -2.133 6.154 -1.960  0.403
C17 3.917 1.231 -2.534  -0.246
Br10 3.234 2.498 -3.817  0.022
Br11 5.397 1.953 -1.537  -0.054
Br12 2.521 0.588 -1.359  0.079
H20 4.296 0.389 -3.096  0.293
C18 6.376 2.394 -7.080  -0.352
Br13 6.676 3.927 -5.957  0.029
Br14 6.162 0.783 -6.045  0.116
Br15 4.905 2.670 -8.288  0.014
H21 7.264 2.263 -7.682  0.266
C19 -6.128 3.971 10.747  -0.321
Br16 -7.238 2.671 11.632  -0.037
Br17 -4.962 4.874 11.982  -0.001
Br18 -5.149 3.193 9.286  0.049
H22 -6.786 4.718 10.326  0.314
C20 10.944 4.720 -6.558  -0.395
Br19 11.255 2.897 -6.028  0.126
Br20 10.052 4.808 -8.263  -0.037
Br21 9.976 5.672 -5.201  -0.023
H23 11.905 5.200 -6.674  0.361
C21 -6.133 8.993 -5.470  -0.329
Br22 -7.314 7.763 -4.578  -0.006
Br23 -5.009 9.931 -4.223  -0.001
Br24 -5.098 8.116 -6.837  -0.023
H24 -6.751 9.729 -5.962  0.335
C22 10.666 -1.574 -6.407  -0.292
Br25 10.045 -0.281 -7.689  -0.011
Br26 12.263 -0.968 -5.515  0.004
Br27 9.285 -2.059 -5.162  -0.012
H25 10.929 -2.466 -6.957  0.322
C23 -8.604 -2.353 0.561  -0.379
Br28 -8.164 -2.593 2.422  -0.046
Br29 -7.043 -1.922 -0.485  0.019
Br30 -9.527 -3.874 -0.159  -0.006
H26 -9.274 -1.508 0.498  0.400
C24 0.655 -2.237 8.336  -0.231
Br31 1.628 -0.737 7.634  -0.022
Br32 1.164 -3.873 7.463  0.007
Br33 0.811 -2.358 10.249  -0.039
H27 -0.390 -2.077 8.111  0.231
C25 7.890 -3.851 -8.888  -0.263
Br34 8.193 -5.676 -8.353  -0.010
Br35 7.025 -3.744 -10.605  -0.018
Br36 6.934 -2.866 -7.543  0.044
H28 8.860 -3.386 -8.994  0.228
C26 1.628 -10.465 1.883  -0.287
Br37 0.923 -9.091 0.735  -0.029
Br38 3.104 -9.825 2.945  -0.036
Br39 0.256 -11.259 2.976  -0.026
H29 2.014 -11.245 1.243  0.333
C27 -2.835 -8.849 3.528  -0.233
Br40 -3.571 -7.518 2.350  -0.004
Br41 -1.410 -8.119 4.586  0.006
Br42 -4.191 -9.671 4.620  -0.038
H30 -2.411 -9.626 2.907  0.252
C28 -8.252 -8.054 0.227  -0.343
Br43 -8.084 -6.958 1.797  0.006
Br44 -10.093 -8.269 -0.293  -0.024
Br45 -7.174 -7.385 -1.221  -0.003
H31 -7.874 -9.034 0.479  0.348
C29 14.738 2.030 -5.179  0.176
Br46 14.335 2.189 -3.305  0.023
Br47 15.601 3.609 -5.861  -0.053
Br48 15.752 0.438 -5.557  -0.036
H32 13.796 1.936 -5.699  -0.198
C30 -1.925 0.941 -4.811  -0.474
Br49 -2.578 2.268 -6.044  -0.018
Br50 -0.532 1.635 -3.685  0.129
Br51 -3.362 0.182 -3.772  -0.047
H33 -1.498 0.141 -5.397  0.445
C31 0.285 3.462 -7.811  0.171
Br52 1.067 1.703 -7.777  -0.026
Br53 1.087 4.628 -6.511  -0.014
Br54 0.332 4.228 -9.577  -0.041
H34 -0.755 3.349 -7.540  -0.160

As for the frontier orbital gap: 7.95 eV. As for the max |F|: 0.0638 hartree/bohr. The calculation puts the HOMO energy at -8.44 eV. As for the spin multiplicity: 1. For the LUMO energy, the calculation gives -0.0180 hartree.


Entry 3:
Computed, not measured: a structure of composition C31H34MoN4O2PSSe2, with ωB97M-V with the def2-TZVPD basis set.

Last column: Mulliken spin population.
Cartesian coordinates (Å):
Mo1 0.702 -0.338 0.906  2.054
C1 -1.620 3.395 1.730  0.000
C2 -1.054 2.088 2.152  0.016
O1 -0.671 1.244 1.286  -0.017
N1 -0.970 1.808 3.440  0.012
C3 -0.528 0.519 3.939  0.010
C4 0.972 0.367 3.936  0.005
C5 1.695 0.596 5.089  -0.001
C6 3.076 0.454 5.088  0.007
C7 3.708 0.064 3.919  -0.013
C8 2.939 -0.175 2.803  0.022
N2 1.594 -0.020 2.793  0.021
H1 -2.259 3.239 0.864  0.000
H2 -0.814 4.067 1.425  0.001
H3 -2.194 3.871 2.522  0.000
H4 -1.297 2.498 4.104  0.000
H5 -0.999 -0.271 3.349  -0.007
H6 -0.892 0.422 4.960  0.001
H7 1.174 0.882 5.993  0.000
H8 3.646 0.637 5.990  0.000
H9 4.779 -0.070 3.868  0.000
H10 3.396 -0.512 1.881  -0.019
Se1 2.062 -2.314 0.052  0.035
P1 0.330 -3.552 0.606  0.025
Se2 -1.164 -1.881 0.867  -0.106
C9 0.536 -4.412 2.153  -0.002
C10 1.328 -5.565 2.112  0.004
C11 1.559 -6.269 3.282  0.000
C12 0.998 -5.835 4.476  0.001
C13 0.206 -4.695 4.513  0.000
C14 -0.024 -3.974 3.353  -0.001
C15 -0.157 -4.685 -0.662  0.011
C16 0.316 -4.561 -1.971  -0.001
C17 -0.108 -5.468 -2.927  0.000
C18 -1.002 -6.473 -2.583  0.001
C19 -1.480 -6.589 -1.282  0.000
C20 -1.058 -5.700 -0.311  0.007
H11 1.753 -5.916 1.180  0.000
H12 2.168 -7.162 3.259  0.000
H13 1.169 -6.398 5.384  0.000
H14 -0.246 -4.380 5.443  0.000
H15 -0.661 -3.099 3.380  0.000
H16 1.018 -3.780 -2.235  -0.001
H17 0.265 -5.396 -3.939  0.000
H18 -1.326 -7.180 -3.335  0.000
H19 -2.171 -7.378 -1.024  0.000
H20 -1.412 -5.801 0.707  0.001
C21 -2.315 1.220 -4.328  0.000
C22 -2.191 2.611 -3.717  0.000
C23 -1.898 2.579 -2.224  0.000
N3 -0.674 1.811 -1.914  0.000
C24 0.426 2.164 -1.298  0.029
S1 1.593 0.875 -0.901  -0.091
N4 0.808 3.395 -0.998  -0.004
C25 0.220 4.720 -1.365  0.001
O2 -0.152 5.392 -0.451  0.000
C26 0.215 5.036 -2.786  0.001
C27 -0.585 6.106 -3.203  0.000
C28 -0.616 6.452 -4.541  0.000
C29 0.162 5.749 -5.456  0.000
C30 0.972 4.698 -5.040  0.000
C31 0.997 4.333 -3.706  0.000
H21 -2.645 1.289 -5.362  0.000
H22 -3.047 0.611 -3.792  0.000
H23 -1.359 0.690 -4.344  0.000
H24 -3.129 3.155 -3.837  0.000
H25 -1.421 3.189 -4.229  0.000
H26 -2.706 2.067 -1.694  0.000
H27 -1.811 3.578 -1.809  0.000
H28 -0.706 0.838 -2.201  -0.001
H29 1.593 3.475 -0.355  -0.001
H30 -1.167 6.653 -2.473  0.000
H31 -1.233 7.275 -4.872  0.000
H32 0.145 6.030 -6.500  0.000
H33 1.591 4.175 -5.756  0.000
H34 1.650 3.531 -3.384  -0.001

The energy above the lowest of the compared OMol25 structures with the same formula, charge and spin comes out at 4.2 kcal per mole. As for the frontier orbital gap (alpha / beta): 6.05 / 6.54 eV. As for the max |F|: 0.0088 hartree/bohr. The calculation puts the HOMO energy (alpha / beta) at -16.24 / -16.24 eV. As for the spin multiplicity: 3. For the LUMO energy (alpha / beta), the calculation gives -0.3745 / -0.3563 hartree. Its net charge is +3.